Record 1
ORCA calculation (wB97M-V/def2-TZVPD) on the molecule C24H27FN4O5S.

Geometry as XYZ:
```
62
Properties=species:S:1:pos:R:3
C -5.942 1.212 2.906
O -4.915 0.276 3.132
C -3.730 0.441 2.486
C -3.438 1.471 1.597
C -2.196 1.538 0.992
C -1.213 0.599 1.277
N 0.041 0.722 0.644
C 0.825 -0.476 0.447
C 1.906 -0.315 -0.622
O 3.047 -0.669 -0.369
N 1.533 0.110 -1.835
C 0.206 0.553 -2.207
C -0.004 0.268 -3.711
N 0.797 -0.874 -4.106
C 0.427 -2.108 -3.563
C 1.273 -2.915 -2.796
C 0.866 -4.151 -2.331
C -0.403 -4.630 -2.604
C -1.266 -3.856 -3.360
C -0.845 -2.631 -3.829
F -1.720 -1.917 -4.585
C 2.195 -0.497 -4.105
C 2.546 0.330 -2.847
S 0.961 2.084 1.002
O 1.946 2.212 -0.029
O 0.068 3.182 1.211
C 1.772 1.712 2.521
C 1.211 1.752 3.829
C -0.179 2.104 4.200
N 2.125 1.440 4.706
O 3.282 1.201 4.032
C 3.088 1.368 2.720
C 4.222 1.194 1.795
C -1.506 -0.435 2.165
C -2.750 -0.515 2.755
H -6.253 1.222 1.857
H -6.776 0.888 3.526
H -5.639 2.220 3.207
H -4.171 2.224 1.358
H -1.973 2.337 0.306
H 1.350 -0.785 1.363
H 0.157 -1.288 0.142
H 0.091 1.621 -1.989
H -0.534 0.001 -1.626
H -1.059 0.092 -3.912
H 0.317 1.117 -4.319
H 2.258 -2.565 -2.533
H 1.549 -4.739 -1.737
H -0.720 -5.594 -2.236
H -2.261 -4.194 -3.606
H 2.811 -1.392 -4.187
H 2.368 0.108 -5.002
H 2.580 1.400 -3.075
H 3.505 0.034 -2.422
H -0.196 2.498 5.212
H -0.817 1.221 4.159
H -0.563 2.837 3.494
H 4.052 0.337 1.141
H 4.302 2.067 1.151
H 5.137 1.050 2.362
H -0.763 -1.180 2.404
H -2.985 -1.313 3.441
```

HOMO-LUMO gap = 8.705 eV
relative energy (zero: lowest compared OMol25 entry of this formula, charge and spin) = 0.000 eV
SMILES = COc1ccc(N(CC(=O)N2CCN(c3ccccc3F)CC2)S(=O)(=O)c2c(C)noc2C)cc1
spin multiplicity = 1

***

Record 2
ORCA calculation (wB97M-V/def2-TZVPD) on C24H27FeNOSi as an isolated structure.

Geometry as XYZ:
```
55
Properties=species:S:1:pos:R:3
C 1.864 -0.272 1.922
C 2.100 -0.991 0.705
C 2.951 -0.196 -0.126
H 1.792 -2.018 0.494
C 3.246 1.013 0.574
C 2.569 0.966 1.827
H 2.658 1.724 2.596
H 1.321 -0.647 2.796
H 3.364 -0.497 -1.087
H 3.927 1.795 0.254
Fe 0.803 0.843 0.010
C -1.967 -0.558 -3.006
H -1.315 -0.562 -3.894
H -2.623 0.320 -3.053
H -2.595 -1.455 -3.068
Si -0.941 -0.626 -1.460
C -1.919 -1.396 -0.047
C -1.303 -2.320 0.805
H -0.291 -2.690 0.600
C -1.968 -2.800 1.939
H -1.485 -3.542 2.576
C -3.257 -2.359 2.242
H -3.806 -2.777 3.085
C -3.867 -1.415 1.410
H -4.868 -1.046 1.637
C -3.195 -0.919 0.283
H -3.661 -0.156 -0.349
C 0.402 -1.840 -2.070
C 0.230 -3.219 -1.980
H -0.583 -3.640 -1.389
C 1.100 -4.079 -2.679
H 0.971 -5.163 -2.600
C 2.141 -3.552 -3.469
H 2.820 -4.215 -4.021
C 2.314 -2.161 -3.555
H 3.131 -1.718 -4.137
C 1.426 -1.322 -2.884
H 1.540 -0.244 -3.015
H 0.501 0.663 -1.516
H -0.815 0.617 -0.502
O 2.389 4.076 1.477
C 1.358 4.085 0.491
C 0.127 3.542 1.148
C -0.791 4.418 1.722
C -1.843 3.922 2.471
C -1.944 2.542 2.665
C -0.984 1.710 2.088
N -0.046 2.212 1.231
H 3.163 4.567 1.132
H 1.131 5.122 0.193
H 1.644 3.482 -0.393
H -0.588 5.481 1.563
H -2.589 4.592 2.892
H -2.734 2.079 3.242
H -1.009 0.623 2.231
```

HOMO-LUMO gap (spin up / spin down) = 7.421 / 7.208 eV
spin multiplicity = 6
total charge = +1

***

Record 3
ORCA calculation (wB97M-V/def2-TZVPD) on C24H27I2MgN2O3S4 as an isolated structure.

Geometry as XYZ:
```
63
Properties=species:S:1:pos:R:3
Mg 0.651 -0.342 0.379
C -1.426 -1.066 4.590
C -0.408 -0.782 3.521
S -0.963 0.298 2.243
C 0.862 -1.244 3.517
C 1.352 -2.087 4.678
S 2.075 -0.954 2.280
H -1.888 -0.138 4.935
H -0.989 -1.571 5.449
H -2.233 -1.695 4.201
H 0.748 -2.990 4.790
H 1.301 -1.534 5.619
H 2.384 -2.385 4.512
C 7.425 3.613 1.099
C 6.399 2.802 0.354
C 5.540 1.947 1.044
C 4.601 1.183 0.374
C 4.515 1.274 -1.010
C 5.352 2.120 -1.716
C 6.292 2.879 -1.029
S 3.318 0.282 -1.871
O 3.670 -1.095 -1.653
O 3.280 0.773 -3.233
N 1.945 0.530 -1.099
C 1.145 1.609 -1.340
C 1.406 2.762 -2.100
C 0.433 3.734 -2.159
C -0.779 3.571 -1.489
C -0.958 2.412 -0.764
N -0.028 1.462 -0.692
H 6.980 4.118 1.957
H 7.876 4.368 0.454
H 8.226 2.974 1.477
H 5.600 1.881 2.124
H 3.934 0.534 0.928
H 5.260 2.178 -2.792
H 6.949 3.543 -1.579
H 2.340 2.865 -2.630
H 0.617 4.633 -2.736
H -1.557 4.321 -1.525
H -1.875 2.215 -0.219
C -1.766 2.428 -4.958
C -1.383 1.154 -4.258
C -2.308 0.496 -3.443
C -1.962 -0.641 -2.741
C -0.668 -1.140 -2.869
C 0.259 -0.521 -3.693
C -0.103 0.630 -4.379
S -0.056 -2.502 -1.912
C -1.499 -3.554 -1.868
O 0.070 -2.039 -0.472
H -2.746 2.341 -5.427
H -1.037 2.693 -5.724
H -1.814 3.250 -4.240
H -3.313 0.891 -3.338
H -2.699 -1.113 -2.102
H 1.270 -0.901 -3.765
H 0.635 1.135 -4.990
H -2.331 -3.049 -1.374
H -1.212 -4.436 -1.299
H -1.762 -3.827 -2.889
I -2.904 -0.838 1.133
I -5.171 -2.129 -0.631
```

HOMO-LUMO gap = 6.783 eV
relative energy (zero: lowest compared OMol25 entry of this formula, charge and spin) = 0.050 eV
spin multiplicity = 1
total charge = -1

***

Record 4
ORCA calculation (wB97M-V/def2-TZVPD) on C24H27N4O2SSiW as an isolated structure.

Geometry as XYZ:
```
60
Properties=species:S:1:pos:R:3
W -1.384 -0.174 -0.033
O -2.648 -1.604 -0.299
C -3.996 -1.384 -0.030
C -4.944 -2.342 -0.313
C -6.264 -2.089 0.050
C -6.612 -0.901 0.677
C -5.638 0.059 0.934
C -4.323 -0.176 0.567
C -3.213 0.789 0.791
N -2.573 1.352 -0.305
N -2.089 2.657 -0.260
C -0.819 2.616 -0.072
O -0.193 1.420 0.066
C 0.007 3.832 0.043
C 1.385 3.719 0.204
C 2.168 4.857 0.327
C 1.575 6.110 0.286
C 0.199 6.224 0.124
C -0.586 5.091 0.003
H -4.655 -3.268 -0.793
H -7.023 -2.833 -0.154
H -7.638 -0.720 0.966
H -5.904 0.993 1.414
H -3.258 1.418 1.677
H 1.836 2.736 0.241
H 3.239 4.767 0.459
H 2.184 7.000 0.381
H -0.263 7.202 0.095
H -1.658 5.167 -0.122
N 5.780 1.435 -1.249
C 5.176 1.270 -0.065
S 5.758 1.849 1.340
C 3.861 0.511 -0.115
C 3.259 0.120 1.071
C 2.072 -0.576 1.049
N 1.474 -0.878 -0.116
C 2.021 -0.497 -1.281
C 3.206 0.202 -1.304
H 6.644 1.953 -1.266
H 5.445 1.054 -2.115
H 3.721 0.373 2.015
H 1.556 -0.877 1.949
H 1.463 -0.729 -2.176
H 3.565 0.520 -2.271
C -1.109 -4.404 -0.165
Si 0.552 -3.623 -0.153
C 1.537 -3.971 1.373
C 1.536 -3.877 -1.698
C 0.222 -1.689 -0.107
H -1.021 -5.492 -0.123
H -1.662 -4.133 -1.066
H -1.698 -4.072 0.692
H 1.805 -5.030 1.407
H 0.963 -3.752 2.276
H 2.472 -3.407 1.405
H 1.812 -4.932 -1.778
H 2.467 -3.305 -1.696
H 0.964 -3.621 -2.593
H -0.365 -1.511 0.921
H -0.385 -1.425 -1.085
```

HOMO-LUMO gap (spin up / spin down) = 5.573 / 5.571 eV
relative energy (zero: lowest compared OMol25 entry of this formula, charge and spin) = 3.394 eV
spin multiplicity = 1
total charge = +1

***

Record 5
ORCA calculation (wB97M-V/def2-TZVPD) on C24H27NO18PS2 as an isolated structure.

Geometry as XYZ:
```
73
Properties=species:S:1:pos:R:3
C 2.513 -1.655 1.695
C 1.838 -2.005 0.369
C 0.893 -0.930 -0.171
C 1.566 0.376 -0.609
C 1.867 1.390 0.516
C 0.970 2.630 0.521
S -0.376 2.641 1.697
O 0.270 2.875 2.968
O -1.303 3.657 1.218
N -1.015 1.190 1.716
S -2.126 0.788 0.641
O -3.461 1.272 0.927
O -1.648 0.945 -0.727
P -2.101 -1.384 1.133
O -3.680 -1.558 1.483
O -2.162 -1.929 -0.422
H 3.327 -0.940 1.564
H 2.930 -2.549 2.164
H 1.786 -1.232 2.393
H 1.262 -2.927 0.507
H 2.596 -2.234 -0.388
H 0.133 -0.703 0.583
H 0.384 -1.347 -1.050
H 2.501 0.111 -1.121
H 0.931 0.867 -1.350
H 2.889 1.755 0.383
H 1.815 0.910 1.495
H 1.549 3.494 0.848
H 0.567 2.857 -0.467
H -4.304 -1.525 0.738
H -1.265 -2.107 -0.732
C -6.378 -5.651 1.970
C -5.753 -4.531 1.553
C -6.017 -3.938 0.165
O -5.439 -2.905 -0.108
C -6.916 -4.626 -0.735
C -7.520 -5.741 -0.304
C -7.294 -6.311 1.086
O -7.925 -7.327 1.344
O -8.371 -6.461 -1.020
O -4.885 -3.895 2.304
H -6.205 -6.077 2.948
H -7.078 -4.210 -1.718
H -8.638 -7.198 -0.429
H -4.478 -3.117 1.851
C -2.006 8.253 0.388
C -1.486 7.008 0.277
C 0.024 6.766 0.269
O 0.360 5.622 0.059
C 0.918 7.885 0.486
C 0.382 9.104 0.617
C -1.117 9.357 0.564
O -1.449 10.531 0.703
O 1.077 10.222 0.794
O -2.215 5.929 0.193
H -3.071 8.437 0.388
H 1.984 7.704 0.500
H 0.392 10.924 0.854
H -1.657 5.118 0.338
C 5.485 -2.106 -2.223
C 6.209 -2.112 -3.352
C 7.309 -3.129 -3.617
O 7.880 -3.028 -4.691
C 7.606 -4.121 -2.613
C 6.884 -4.115 -1.482
C 5.772 -3.108 -1.225
O 5.190 -3.227 -0.162
O 7.048 -4.963 -0.484
O 6.051 -1.253 -4.345
H 4.700 -1.388 -2.029
H 8.396 -4.834 -2.803
H 6.376 -4.709 0.186
H 6.709 -1.509 -5.024
```

HOMO-LUMO gap = 5.710 eV
spin multiplicity = 1
total charge = -1

***

Record 6
ORCA calculation (wB97M-V/def2-TZVPD) on C24H28AlBBeBr6Cl3F5K2N2O as an isolated structure.

Geometry as XYZ:
```
74
Properties=species:S:1:pos:R:3
C 4.580 0.790 0.799
C 3.659 -0.332 0.185
C 2.947 -1.241 1.151
C 2.018 -2.298 0.645
C 1.857 -2.410 -0.832
C 0.854 -3.465 -1.411
B -0.675 -2.911 -1.163
N -1.113 -3.003 0.343
C -1.543 -4.153 0.534
O -2.306 -5.053 0.769
C -0.934 -1.408 -1.760
Br -0.852 -1.461 -3.802
C -2.323 -0.764 -1.225
C -3.588 -1.763 -1.291
Br -2.560 0.961 -2.311
C 2.570 -1.539 -1.825
C 3.493 -0.490 -1.286
H 5.170 1.357 0.023
H 5.226 0.309 1.607
H 3.911 1.526 1.340
H 3.099 -1.137 2.267
H 1.432 -2.999 1.290
H 0.964 -3.624 -2.534
H 0.978 -4.492 -0.945
H -1.402 -3.674 -1.764
H -0.133 -0.647 -1.477
H -2.175 -0.434 -0.149
H -3.658 -2.376 -0.334
H -3.505 -2.387 -2.204
H -4.542 -1.115 -1.315
H 2.368 -1.706 -2.919
H 4.006 0.177 -2.037
Be 2.529 0.057 -3.607
C -7.333 -1.951 -0.080
Cl -6.837 -0.881 -1.404
Cl -6.120 -3.192 0.246
H -7.477 -1.354 0.817
H -8.266 -2.437 -0.355
Cl 3.929 2.630 3.123
F 3.813 4.293 0.136
Al 2.170 3.780 -0.248
F 1.268 5.147 -0.880
F 1.384 3.177 1.193
F 2.229 2.506 -1.462
F 5.393 3.244 -3.082
C 6.477 3.968 -2.822
C 6.397 5.018 -1.919
C 7.532 5.771 -1.644
C 8.733 5.475 -2.283
C 8.798 4.421 -3.190
C 7.666 3.659 -3.458
H 5.449 5.239 -1.437
H 7.482 6.588 -0.934
H 9.620 6.067 -2.070
H 9.726 4.193 -3.685
H 7.701 2.829 -4.155
K 6.330 2.208 4.027
K 10.910 4.513 -4.639
N -6.737 -2.472 4.126
C -6.544 -2.570 5.479
C -5.357 -3.224 5.690
C -4.809 -3.526 4.417
C -5.678 -3.049 3.470
H -7.534 -2.039 3.683
H -7.268 -2.169 6.172
H -4.929 -3.457 6.653
H -3.879 -4.037 4.217
H -5.635 -3.072 2.388
C -9.161 1.390 2.492
Br -9.453 2.801 3.783
Br -8.465 2.073 0.821
Br -8.042 -0.021 3.211
H -10.131 0.949 2.277
Br -3.701 -0.781 -3.434
```

HOMO-LUMO gap = 2.570 eV
spin multiplicity = 1

***

Record 7
ORCA calculation (wB97M-V/def2-TZVPD) on C24H28Cl3CoN6O2S as an isolated structure.

Geometry as XYZ:
```
65
Properties=species:S:1:pos:R:3
Co -0.074 -1.607 0.190
C -3.788 -0.605 -1.455
C -2.379 -0.984 -1.138
N -1.936 -1.273 0.063
C -2.753 -1.365 1.242
C -1.894 -0.996 2.467
N -0.495 -1.448 2.327
C -0.128 -2.655 3.073
C -0.496 -3.907 2.279
N 0.069 -3.827 0.934
C 1.472 -4.249 0.820
C 2.402 -3.026 0.694
N 1.742 -2.133 -0.220
C 2.043 -2.097 -1.500
C 3.308 -2.628 -2.093
C 0.986 -1.556 -2.308
C 1.032 -1.031 -3.593
C -0.130 -0.522 -4.155
C -1.315 -0.504 -3.421
C -1.333 -1.029 -2.136
N -0.205 -1.623 -1.639
H -4.467 -1.444 -1.297
H -3.870 -0.287 -2.489
H -4.117 0.217 -0.817
H -3.141 -2.387 1.342
H -3.620 -0.697 1.197
H -2.344 -1.411 3.377
H -1.883 0.094 2.553
H 0.088 -0.702 2.698
H -0.603 -2.684 4.062
H 0.954 -2.633 3.214
H -1.583 -3.987 2.203
H -0.127 -4.796 2.806
H -0.491 -4.404 0.316
H 1.579 -4.844 -0.090
H 1.766 -4.864 1.676
H 3.388 -3.350 0.351
H 2.510 -2.532 1.660
H 4.172 -2.285 -1.523
H 3.405 -2.297 -3.124
H 3.313 -3.719 -2.086
H 1.963 -0.988 -4.137
H -0.106 -0.100 -5.149
H -2.186 -0.037 -3.850
Cl 2.594 2.496 0.396
C 1.740 1.227 1.375
Cl 2.979 0.169 2.071
Cl 0.896 2.028 2.753
C 0.782 0.442 0.581
N -0.019 0.764 -0.304
O 0.507 8.481 0.010
C 0.287 7.506 0.900
O 0.189 7.743 2.070
C 0.142 6.119 0.355
C 0.647 5.730 -0.882
C 0.438 4.445 -1.343
C -0.276 3.552 -0.561
S -0.656 1.951 -1.248
C -0.771 3.917 0.681
C -0.542 5.195 1.142
H 0.516 8.180 -0.907
H 1.228 6.407 -1.489
H 0.820 4.132 -2.302
H -1.334 3.209 1.268
H -0.900 5.508 2.110
```

HOMO-LUMO gap (spin up / spin down) = 5.047 / 6.081 eV
relative energy (zero: lowest compared OMol25 entry of this formula, charge and spin) = 2.186 eV
spin multiplicity = 2
total charge = +1

***

Ordered largest force on an atom results: 1.37, 2.83, 0.28, 3.15, 0.58, 7.38, 1.74; unit eV Å⁻¹.
Ordered molecular weight results: 502.6, 429.4, 797.9, 647.5, 712.6, 1166.3, 629.9; unit g mol⁻¹.